The following is a DFT calculation (the ωB97M-V functional and the def2-TZVPD basis) of a 2-piece molecular cluster, CH3ClN2O2 overall.

Properties
**Electronic energy**: -20680.7867 eV
**Energy relative to the best compared isomer or geometry (same formula, charge and spin)**: 4.10 kcal per mole
**Structure (SMILES)**: N=C=O.ONCl
**Net charge**: 0
**LUMO**: 0.50 eV
**HOMO-LUMO gap**: 10.60 eV
**Highest occupied orbital energy**: -10.0996 eV

Bonds (Å) are listed after each position.
Element x y z (Å)
1 H -2.3135 0.7120 -1.0151  N4 1.021
2 O 2.2465 0.6573 0.6893  C7 1.157
3 H -0.2564 1.5253 0.5228  O9 0.972
4 N -1.4419 0.4642 -0.5449  H1 1.021, Cl8 1.782, O9 1.388
5 N 1.8000 -1.4313 -0.2649  H6 0.997, C7 1.189
6 H 1.0613 -2.0975 -0.3364  N5 0.997
7 C 1.9435 -0.3698 0.2509  O2 1.157, N5 1.189
8 Cl -1.8369 -0.9973 0.3956  N4 1.782
9 O -1.2026 1.5370 0.3027  H3 0.972, N4 1.388

How positive or negative is each atom? The natural (NBO) charges in e answer that:
1. H 0.36
2. O -0.53
3. H 0.48
4. N -0.29
5. N -0.76
6. H 0.44
7. C 0.86
8. Cl 0.00
9. O -0.55